Model i:
C4H4N2O | ωB97M-V with the def2-TZVPD basis set

Geometry as XYZ:
```
11
Properties=species:S:1:pos:R:3
O 2.08 -1.40 0.50
N -1.60 0.02 0.36
N -0.19 -1.81 -0.05
C 1.81 1.82 -0.32
C 0.65 1.90 -0.02
C 0.95 -1.52 0.25
C -1.42 -1.15 -0.08
H -0.38 1.81 0.25
H -2.56 0.32 0.21
H 2.84 1.77 -0.56
H -2.19 -1.77 -0.53
```

Output
Kohn-Sham gap: 0.405 hartree
Net charge: 0
SMILES: [H]/N=C/N=C=O.C#C
HOMO: -10.239 eV

Model ii:
C4H4N2O | ωB97M-V with the def2-TZVPD basis set

Geometry as XYZ:
```
11
Properties=species:S:1:pos:R:3
O 0.17 2.65 -0.91
N 0.20 -1.75 0.66
N -1.00 -0.30 -0.53
C 0.60 1.77 -0.20
C -0.85 -1.58 -0.11
C 0.06 0.42 0.02
C 0.75 -0.52 0.75
H 1.55 1.91 0.37
H 1.65 -0.33 1.32
H -1.79 0.00 -1.09
H -1.53 -2.38 -0.41
```

Output
Kohn-Sham gap: 0.367 hartree
Net charge: 0
SMILES: O=Cc1cnc[nH]1
HOMO: -9.592 eV

Most stable: model ii (next structure +2.403 eV)